# 1
C28H77N6O11V2 as an isolated structure at a distorted geometry. Source: OMol25; level of theory: ωB97M-V/def2-TZVPD.

Atoms and positions in Å:
O 0.278 -0.829 -2.827
V 0.978 -2.020 -2.086
O 3.247 -4.646 1.096
V 2.364 -3.330 0.788
O 2.328 -2.732 2.663
H 1.485 -2.278 2.569
C 2.547 -6.221 -1.288
C 2.064 -5.016 -2.048
O 2.113 -3.729 -1.413
H 1.983 -6.447 -0.387
H 3.570 -6.012 -0.974
H 2.534 -7.093 -1.939
H 1.048 -5.175 -2.454
H 2.606 -4.899 -2.998
C 2.045 0.763 0.684
C 0.928 -0.240 0.432
O 1.409 -1.468 -0.039
H 2.762 0.433 1.439
H 1.748 1.787 0.893
H 2.684 0.725 -0.207
H 0.316 0.293 -0.313
H 0.244 -0.305 1.290
C -4.535 5.982 1.148
C -3.125 6.006 1.725
C -2.387 4.710 1.431
O -1.140 4.765 2.097
C -0.446 3.544 2.050
N -2.426 7.218 1.306
H -4.544 5.710 0.092
H -5.081 6.881 1.417
H -5.045 5.156 1.661
H -3.202 6.025 2.819
H -2.169 4.581 0.360
H -3.037 3.890 1.764
H 0.513 3.744 2.541
H -0.162 3.374 1.003
H -0.908 2.713 2.589
H -2.523 7.350 0.303
H -1.427 7.122 1.458
C 0.007 2.664 -5.680
C -1.180 2.439 -4.767
C -1.517 3.607 -3.852
O -0.417 3.979 -3.039
C -0.230 3.114 -1.955
N -2.359 2.059 -5.568
H 0.938 2.846 -5.147
H -0.245 3.361 -6.476
H 0.190 1.701 -6.177
H -1.033 1.542 -4.141
H -2.404 3.373 -3.252
H -1.720 4.467 -4.496
H 0.192 2.151 -2.278
H -1.096 2.817 -1.348
H 0.457 3.632 -1.285
H -3.157 1.944 -4.948
H -2.280 1.155 -6.018
C 3.839 0.965 -2.984
C 3.212 -0.203 -3.723
C 4.041 -0.640 -4.902
O 3.507 -1.882 -5.349
C 3.935 -2.240 -6.651
N 2.993 -1.340 -2.764
H 4.832 0.627 -2.668
H 3.284 1.268 -2.099
H 3.981 1.852 -3.600
H 2.211 0.076 -4.057
H 5.079 -0.859 -4.607
H 4.032 0.105 -5.701
H 4.987 -2.527 -6.717
H 3.657 -1.422 -7.320
H 3.369 -3.116 -6.966
H 3.460 -2.137 -3.231
H 3.718 -1.345 -2.035
C -4.127 0.972 2.201
C -3.782 0.149 0.985
C -2.849 0.844 -0.009
O -3.298 2.088 -0.485
C -4.610 2.118 -0.993
N -3.100 -1.091 1.440
H -4.701 1.862 1.936
H -3.213 1.368 2.651
H -4.731 0.375 2.880
H -4.656 -0.208 0.437
H -2.734 0.146 -0.862
H -1.831 0.968 0.369
H -4.697 1.503 -1.900
H -4.788 3.132 -1.354
H -5.370 1.872 -0.253
H -2.723 -1.625 0.662
H -2.283 -0.777 1.965
C -0.933 -3.418 2.700
C -0.083 -4.651 2.414
C -0.961 -5.898 2.507
O -0.163 -7.010 2.266
C -0.902 -8.233 2.362
N 0.511 -4.612 1.024
H -0.372 -2.493 2.823
H -1.385 -3.573 3.684
H -1.749 -3.330 1.979
H 0.717 -4.681 3.153
H -1.828 -5.789 1.834
H -1.372 -5.845 3.527
H -1.759 -8.158 1.684
H -1.315 -8.335 3.369
H -0.225 -9.036 2.100
H -0.273 -4.438 0.392
H 0.649 -5.618 0.888
C 3.351 2.288 4.791
C 2.496 1.056 4.993
C 1.078 1.185 4.479
O 0.354 -0.017 4.768
C -1.038 0.177 4.767
N 3.103 -0.105 4.259
H 2.949 3.228 5.177
H 3.587 2.434 3.733
H 4.323 2.139 5.269
H 2.444 0.663 6.010
H 1.032 1.273 3.386
H 0.571 1.968 5.056
H -1.556 -0.776 4.657
H -1.372 0.913 4.025
H -1.356 0.567 5.747
H 4.108 -0.006 4.385
H 2.941 0.072 3.273

Net charge: +1
2S+1: 3
E (eV): -113114.71344
HOMO-LUMO gap (spin up / spin down) (eV): 5.56 / 5.93
E_LUMO (spin up / spin down) (eV): -5.02 / -4.66

Mulliken population analysis, charges in e, atoms 1 to 4: -0.68, 0.89, -0.51, 0.80



# 2
A 7-piece molecular cluster, C28H77N7O7 overall at a distorted geometry. Source: OMol25; level of theory: ωB97M-V/def2-TZVPD.

Atoms and positions in Å:
C -33.900 -1.676 -20.726
O -33.661 -1.171 -22.007
C -33.099 0.123 -21.961
C -33.223 0.820 -23.308
C -34.692 1.072 -23.620
N -32.559 0.027 -24.349
H -34.562 -1.002 -20.168
H -32.971 -1.807 -20.165
H -34.425 -2.623 -20.836
H -33.673 0.736 -21.250
H -32.050 0.079 -21.647
H -32.684 1.767 -23.179
H -35.209 1.548 -22.783
H -35.223 0.127 -23.767
H -34.801 1.660 -24.532
H -32.905 -0.931 -24.308
H -32.893 0.341 -25.261
C -32.677 3.707 -20.127
O -32.076 4.450 -19.087
C -32.583 5.753 -18.996
C -31.606 6.619 -18.230
C -32.102 8.044 -18.168
N -30.242 6.614 -18.840
H -32.173 2.742 -20.153
H -32.545 4.254 -21.069
H -33.750 3.532 -19.967
H -32.793 6.169 -19.994
H -33.554 5.733 -18.470
H -31.465 6.234 -17.218
H -32.189 8.449 -19.181
H -31.396 8.648 -17.605
H -33.095 8.119 -17.719
H -30.348 6.860 -19.828
H -29.980 5.628 -18.894
C -39.884 -1.061 -19.454
O -38.659 -0.542 -19.913
C -38.813 0.707 -20.521
C -37.471 1.233 -20.917
C -36.570 1.510 -19.721
N -37.626 2.468 -21.691
H -39.645 -1.915 -18.816
H -40.489 -1.453 -20.278
H -40.425 -0.325 -18.854
H -39.469 0.665 -21.409
H -39.319 1.412 -19.841
H -36.924 0.475 -21.504
H -35.632 1.961 -20.056
H -36.306 0.589 -19.200
H -37.086 2.161 -19.011
H -37.973 2.218 -22.616
H -36.722 2.892 -21.854
C -36.983 7.024 -19.354
O -37.045 6.696 -20.710
C -35.835 6.147 -21.169
C -36.076 5.516 -22.523
C -34.927 4.584 -22.875
N -36.120 6.582 -23.555
H -37.939 7.447 -19.052
H -36.200 7.775 -19.170
H -36.784 6.149 -18.720
H -35.074 6.929 -21.267
H -35.542 5.327 -20.493
H -36.995 4.921 -22.494
H -35.115 3.928 -23.731
H -34.799 3.808 -22.105
H -33.978 5.100 -23.016
H -36.993 7.097 -23.465
H -36.196 6.139 -24.469
C -34.688 0.839 -27.050
O -33.504 1.344 -26.498
C -32.676 1.964 -27.448
C -31.556 2.685 -26.739
C -32.005 3.949 -26.051
N -30.518 3.049 -27.720
H -35.330 1.623 -27.480
H -35.230 0.343 -26.248
H -34.497 0.129 -27.868
H -32.263 1.235 -28.167
H -33.246 2.685 -28.058
H -31.111 2.012 -25.990
H -31.173 4.407 -25.511
H -32.759 3.739 -25.279
H -32.443 4.680 -26.729
H -29.683 3.228 -27.174
H -30.324 2.263 -28.332
C -27.227 2.460 -26.487
O -28.409 2.675 -25.753
C -28.225 2.751 -24.366
C -29.473 2.182 -23.744
C -29.455 2.213 -22.226
N -29.638 0.794 -24.225
H -26.797 1.491 -26.212
H -26.494 3.249 -26.297
H -27.505 2.431 -27.538
H -27.373 2.130 -24.049
H -28.030 3.768 -23.996
H -30.366 2.733 -24.091
H -28.540 1.747 -21.858
H -30.332 1.693 -21.844
H -29.507 3.241 -21.857
H -29.632 0.861 -25.242
H -30.608 0.495 -24.040
C -31.700 -5.471 -27.019
O -32.643 -5.706 -26.006
C -33.517 -4.626 -25.786
C -33.259 -3.954 -24.454
C -33.382 -4.981 -23.313
N -34.233 -2.853 -24.342
H -32.190 -5.183 -27.959
H -31.167 -6.405 -27.183
H -30.991 -4.678 -26.754
H -33.407 -3.857 -26.561
H -34.545 -5.000 -25.850
H -32.233 -3.579 -24.440
H -34.289 -5.575 -23.366
H -33.163 -4.525 -22.343
H -32.506 -5.646 -23.396
H -35.160 -3.244 -24.208
H -34.032 -2.306 -23.502

Structure (SMILES): COC[C@H](C)N.COC[C@H](C)N.COC[C@H](C)N.COC[C@H](C)N.COC[C@H](C)N.COC[C@H](C)N.COC[C@H](C)N
2S+1: 1
E (eV): -55044.76993
HOMO-LUMO gap (eV): 9.18
E_LUMO (eV): 0.53

Mulliken population analysis, charges in e, atoms 1 to 4: -0.70, -0.48, -1.12, 1.37



# 3
A 7-piece molecular cluster, C28H77N7O7 overall at a distorted geometry. Source: OMol25; level of theory: ωB97M-V/def2-TZVPD.

Atoms and positions in Å:
C 17.443 -3.036 20.266
O 16.126 -3.411 20.660
C 15.418 -2.490 21.454
C 14.019 -3.087 21.665
C 13.033 -2.050 22.188
N 14.129 -4.194 22.619
H 18.082 -3.201 21.137
H 17.468 -1.992 19.946
H 17.774 -3.691 19.465
H 15.899 -2.269 22.412
H 15.360 -1.528 20.927
H 13.675 -3.374 20.669
H 12.989 -1.237 21.457
H 13.292 -1.674 23.177
H 12.052 -2.518 22.140
H 14.918 -4.750 22.287
H 14.500 -3.868 23.510
C 9.572 -2.337 20.260
O 8.616 -1.545 19.572
C 7.423 -1.419 20.302
C 6.395 -0.544 19.585
C 7.042 0.694 18.994
N 5.413 -0.085 20.585
H 10.489 -2.135 19.715
H 9.198 -3.372 20.273
H 9.610 -2.103 21.332
H 6.960 -2.405 20.461
H 7.620 -0.956 21.277
H 5.876 -1.115 18.808
H 7.608 0.406 18.103
H 7.812 1.144 19.622
H 6.301 1.448 18.731
H 4.774 0.558 20.126
H 4.773 -0.826 20.865
C 13.395 -3.817 17.546
O 14.344 -3.226 16.681
C 15.196 -2.350 17.351
C 14.607 -1.137 18.104
C 13.865 -0.285 17.058
N 15.717 -0.415 18.717
H 12.655 -3.055 17.807
H 13.874 -4.240 18.439
H 12.896 -4.669 17.087
H 15.858 -2.898 18.043
H 15.959 -1.897 16.705
H 13.917 -1.507 18.864
H 14.473 -0.102 16.168
H 13.742 0.742 17.421
H 12.902 -0.734 16.819
H 15.334 0.337 19.284
H 16.201 0.107 17.988
C 16.969 -3.041 24.810
O 17.842 -3.099 23.707
C 18.690 -4.217 23.743
C 19.157 -4.642 22.363
C 19.874 -5.999 22.347
N 20.031 -3.633 21.785
H 17.452 -2.652 25.718
H 16.457 -3.973 25.083
H 16.214 -2.281 24.589
H 19.595 -3.976 24.325
H 18.239 -5.069 24.266
H 18.291 -4.888 21.728
H 19.147 -6.740 22.681
H 20.757 -5.982 22.991
H 20.249 -6.185 21.342
H 20.180 -3.673 20.788
H 19.822 -2.677 22.033
C 15.428 -6.505 24.819
O 15.492 -5.503 25.804
C 14.959 -5.876 27.054
C 15.531 -4.977 28.128
C 17.042 -5.207 28.317
N 14.881 -5.193 29.404
H 16.147 -6.291 24.029
H 14.430 -6.562 24.367
H 15.606 -7.510 25.217
H 13.864 -5.829 26.970
H 15.194 -6.910 27.346
H 15.398 -3.947 27.756
H 17.615 -4.656 27.569
H 17.224 -6.272 28.157
H 17.411 -4.896 29.292
H 13.871 -5.157 29.370
H 15.207 -4.559 30.117
C 10.878 0.189 23.750
O 10.297 -1.111 23.699
C 9.828 -1.543 24.968
C 9.240 -2.949 24.782
C 8.836 -3.572 26.118
N 10.106 -3.853 24.041
H 11.613 0.276 22.953
H 11.439 0.372 24.673
H 10.023 0.863 23.674
H 10.687 -1.601 25.651
H 9.061 -0.854 25.336
H 8.301 -2.819 24.232
H 7.959 -3.077 26.535
H 9.642 -3.460 26.854
H 8.663 -4.640 26.003
H 10.559 -3.313 23.310
H 10.872 -4.152 24.641
C 16.656 -6.900 20.142
O 17.410 -6.750 18.975
C 16.649 -6.099 17.983
C 17.549 -5.645 16.836
C 18.598 -4.632 17.307
N 16.674 -5.159 15.765
H 17.147 -7.375 21.002
H 15.757 -7.494 19.954
H 16.438 -5.949 20.654
H 15.887 -6.740 17.521
H 16.140 -5.241 18.449
H 18.026 -6.571 16.501
H 18.873 -4.996 18.302
H 18.195 -3.623 17.408
H 19.497 -4.580 16.693
H 16.047 -4.445 16.131
H 17.259 -4.673 15.092

Structure (SMILES): COC[C@H](C)N.COC[C@H](C)N.COC[C@H](C)N.COC[C@H](C)N.COC[C@H](C)N.COC[C@H](C)N.COC[C@H](C)N
2S+1: 1
E (eV): -55043.37957
HOMO-LUMO gap (eV): 9.29
E_LUMO (eV): 0.45

Mulliken population analysis, charges in e, atoms 1 to 4: -0.75, 0.66, -0.48, 1.40



# 4
A 7-piece molecular cluster, C28H77N7O7 overall at a distorted geometry. Source: OMol25; level of theory: ωB97M-V/def2-TZVPD.

Atoms and positions in Å:
C 16.688 -33.618 -24.524
O 16.283 -32.551 -23.717
C 15.280 -31.673 -24.211
C 14.497 -31.064 -23.064
C 15.418 -30.824 -21.867
N 13.366 -31.920 -22.716
H 16.711 -33.410 -25.605
H 16.059 -34.506 -24.397
H 17.728 -33.865 -24.301
H 15.769 -30.868 -24.772
H 14.602 -32.239 -24.859
H 14.118 -30.096 -23.394
H 16.375 -30.354 -22.112
H 15.622 -31.702 -21.255
H 14.956 -30.118 -21.163
H 12.857 -31.544 -21.923
H 13.706 -32.820 -22.392
C 20.788 -38.203 -25.411
O 21.119 -38.328 -24.044
C 21.080 -37.099 -23.354
C 19.660 -36.634 -23.037
C 19.681 -35.416 -22.134
N 18.866 -37.720 -22.424
H 19.743 -37.908 -25.535
H 20.955 -39.178 -25.866
H 21.430 -37.481 -25.929
H 21.662 -37.195 -22.430
H 21.645 -36.349 -23.930
H 19.206 -36.331 -23.985
H 18.690 -35.186 -21.742
H 20.003 -34.554 -22.729
H 20.382 -35.475 -21.297
H 19.148 -38.586 -22.881
H 19.235 -37.851 -21.482
C 17.449 -27.265 -21.672
O 16.218 -26.816 -21.179
C 15.561 -25.929 -22.067
C 14.145 -25.719 -21.549
C 13.348 -27.015 -21.634
N 13.555 -24.670 -22.398
H 17.333 -28.038 -22.441
H 18.036 -27.692 -20.857
H 18.049 -26.443 -22.086
H 16.100 -24.980 -22.126
H 15.490 -26.397 -23.062
H 14.228 -25.366 -20.520
H 12.291 -26.803 -21.470
H 13.632 -27.807 -20.937
H 13.510 -27.450 -22.626
H 13.410 -25.072 -23.323
H 12.601 -24.489 -22.095
C 19.836 -35.618 -28.317
O 19.778 -34.210 -28.265
C 18.594 -33.702 -28.806
C 18.628 -32.202 -28.906
C 18.857 -31.595 -27.527
N 17.309 -31.793 -29.402
H 20.145 -35.960 -29.314
H 18.909 -36.088 -27.989
H 20.678 -35.912 -27.683
H 18.335 -34.163 -29.775
H 17.719 -33.964 -28.179
H 19.404 -31.864 -29.604
H 17.946 -31.811 -26.956
H 18.890 -30.506 -27.582
H 19.711 -32.049 -27.029
H 17.027 -32.392 -30.172
H 17.305 -30.863 -29.803
C 20.545 -32.115 -20.719
O 20.862 -31.698 -22.030
C 19.716 -31.459 -22.803
C 20.045 -30.430 -23.871
C 20.737 -29.198 -23.312
N 18.759 -30.091 -24.566
H 19.874 -32.977 -20.719
H 20.026 -31.294 -20.199
H 21.459 -32.258 -20.147
H 19.330 -32.350 -23.316
H 18.878 -31.049 -22.215
H 20.695 -30.931 -24.602
H 21.697 -29.524 -22.909
H 20.120 -28.839 -22.484
H 20.922 -28.463 -24.090
H 18.952 -30.290 -25.542
H 18.120 -30.849 -24.321
C 22.157 -30.924 -16.357
O 21.755 -32.266 -16.548
C 22.810 -33.092 -16.979
C 22.349 -34.542 -17.018
C 22.180 -35.140 -15.635
N 23.353 -35.355 -17.750
H 21.314 -30.245 -16.440
H 22.925 -30.647 -17.090
H 22.620 -30.835 -15.366
H 23.052 -32.782 -18.011
H 23.724 -32.976 -16.378
H 21.461 -34.578 -17.651
H 21.722 -36.123 -15.691
H 21.628 -34.445 -14.999
H 23.155 -35.231 -15.145
H 24.110 -35.645 -17.144
H 23.765 -34.829 -18.512
C 23.645 -28.409 -20.892
O 24.087 -28.151 -19.589
C 23.291 -27.271 -18.812
C 23.168 -25.881 -19.391
C 24.542 -25.219 -19.476
N 22.335 -24.996 -18.536
H 23.321 -27.530 -21.456
H 22.772 -29.085 -20.903
H 24.430 -28.919 -21.446
H 22.280 -27.710 -18.722
H 23.737 -27.283 -17.818
H 22.704 -25.889 -20.373
H 24.431 -24.211 -19.880
H 25.242 -25.740 -20.130
H 24.986 -25.143 -18.482
H 21.362 -25.288 -18.634
H 22.488 -25.239 -17.555

Structure (SMILES): COC[C@H](C)N.COC[C@H](C)N.COC[C@H](C)N.COC[C@H](C)N.COC[C@H](C)N.COC[C@H](C)N.COC[C@H](C)N
2S+1: 1
E (eV): -55043.78111
HOMO-LUMO gap (eV): 9.87
E_LUMO (eV): 0.58

Mulliken population analysis, charges in e, atoms 1 to 4: -0.77, -0.05, -0.90, 0.66



Molar mass (g mol⁻¹)
775.84; 623.97; 623.97; 623.97
Energy relative to the best compared isomer or geometry (same formula, charge and spin) (eV)
0.0000; 0.3654; 1.7557; 1.3542